Entry 1:
Density functional theory data (ωB97M-V/def2-TZVPD) for a molecular structure, C32H32Cl5N2O4PRuS.

```
78
Properties=species:S:1:pos:R:3:forces:R:3
Ru 1.259170 -0.224959 -0.571063 0.072 -0.038 -0.768
Cl 2.305454 -0.355138 2.461558 -0.190 -0.006 0.004
C 2.383353 -1.938457 1.727141 -0.149 0.539 -0.591
C 2.027600 -2.083730 0.413846 -0.356 -0.411 -1.133
C 2.274625 -3.340672 -0.202799 -0.024 1.819 -0.288
Cl 1.726280 -3.576617 -1.832363 0.073 0.005 0.029
C 3.011487 -4.320054 0.412359 -1.007 -0.900 0.991
Cl 3.371433 -5.833299 -0.337371 0.116 0.269 -0.056
C 3.141077 -4.181132 1.799269 0.949 -1.201 0.590
Cl 3.700688 -5.546984 2.772858 -0.129 0.612 -0.593
C 2.867582 -2.995689 2.443190 0.847 -0.251 1.096
Cl 3.332512 -2.760551 4.096890 -0.155 -0.226 0.095
C 0.782475 3.644003 0.327670 0.503 0.366 -1.792
C 0.117620 3.473055 -1.002210 -1.296 -1.154 -1.444
C -0.870263 4.380491 -1.505660 0.967 1.118 2.286
C -1.534235 4.164545 -2.633289 0.138 -0.375 -0.925
C -1.253140 3.007530 -3.349385 -1.050 -0.948 -1.250
C -1.946825 2.679523 -4.541184 -0.914 0.393 -1.275
C -1.714205 1.478315 -5.243364 -0.736 1.571 1.262
C -0.869249 0.553500 -4.612938 -0.330 0.544 -0.672
C -0.151260 0.868484 -3.497573 0.591 -0.559 0.663
S 1.034571 -0.333659 -2.985024 -0.087 -0.093 0.414
C -0.345524 2.109740 -2.808330 -0.132 -0.788 -1.470
N 0.317353 2.371415 -1.703192 1.680 0.152 2.377
H 0.165268 3.222106 1.083583 -0.141 -0.675 0.809
H 0.809483 4.693445 0.435236 0.104 1.396 0.751
H 1.827162 3.323824 0.279208 -0.352 -0.485 0.314
H -1.126163 5.294397 -0.977862 0.320 -0.064 0.326
H -2.213202 4.887141 -3.016465 -0.640 0.411 -0.222
H -2.709012 3.484388 -4.787872 0.912 -1.332 -0.397
H -2.186449 1.162953 -6.186503 -0.034 0.567 0.619
H -0.831397 -0.414085 -5.069752 0.523 -0.462 0.010
C 3.495006 0.857639 -0.870300 -1.597 0.837 -0.516
C 4.333713 -0.242320 -0.957664 1.333 -2.179 0.030
C 4.522341 -1.112861 -2.083252 -0.376 0.663 0.074
C 5.253921 -2.262165 -2.050038 0.922 -0.640 -0.932
C 5.916113 -2.595880 -0.855438 -1.065 0.628 -1.334
C 5.789601 -1.764675 0.246180 1.210 -0.288 1.321
C 5.046572 -0.613781 0.232347 -0.297 -1.555 -2.686
C 6.799804 -3.668827 -0.810943 0.259 -0.239 0.369
N 7.584193 -4.487554 -0.666720 0.797 -1.040 -0.058
H 3.114031 1.408816 -1.752360 0.460 -0.246 0.846
H 3.575281 1.276679 0.117108 -0.266 1.005 -0.023
H 4.095266 -0.890167 -3.032390 -0.607 0.513 -0.451
H 5.433820 -2.844578 -3.023585 -0.432 0.769 1.778
H 6.444583 -2.090997 1.083277 -0.861 0.623 -0.195
H 4.901120 -0.010607 1.047164 0.030 1.259 2.097
C -4.837424 1.260257 1.508406 -0.797 0.897 1.588
C -3.614414 2.028687 1.980306 0.337 1.379 -0.726
C -3.819452 2.606867 3.375215 0.887 -2.782 1.391
C -3.474916 3.320514 1.110679 1.972 -1.457 -0.612
O -2.347745 1.238640 1.917929 -1.072 0.988 0.241
P -1.949049 0.549970 0.505376 1.699 -0.202 0.705
O -2.508725 1.254996 -0.642325 -0.350 0.354 -0.807
O -0.396363 0.404537 0.558747 -1.366 -0.077 0.458
O -2.672312 -0.853345 0.636784 0.204 -0.332 -0.683
C -2.491045 -1.989248 1.485164 0.776 -0.901 -0.823
C -2.053013 -1.611976 2.843645 -0.301 0.709 0.721
C -1.438198 -3.004460 0.875025 -1.388 0.818 0.719
C -3.855640 -2.590305 1.512664 -1.477 -0.780 -0.738
H -5.692045 1.993891 1.523898 0.617 -0.713 0.278
H -5.023961 0.450230 2.226308 -0.228 0.022 -0.374
H -4.800894 0.922621 0.507453 0.445 -0.577 -0.973
H -4.613639 3.338005 3.323778 0.145 0.339 0.194
H -2.804327 2.976253 3.673397 -1.162 0.101 0.151
H -4.170195 1.780224 4.111285 0.747 1.294 -0.939
H -4.043555 4.155491 1.510597 -0.196 -0.087 -0.362
H -3.685306 2.943891 0.107461 -0.290 0.975 -0.161
H -2.377217 3.572970 1.074939 -1.045 0.067 0.187
H -1.128125 -1.051627 2.848952 0.250 0.075 0.115
H -2.002369 -2.483999 3.448257 0.581 -1.031 0.448
H -2.840521 -1.057469 3.326565 -0.188 0.759 0.136
H -1.475177 -3.011475 -0.196772 -0.056 0.137 -0.629
H -1.666619 -4.020492 1.219659 0.232 0.241 0.158
H -0.475497 -2.660722 1.205691 0.614 -0.202 0.009
H -4.672257 -1.934045 1.835274 0.473 0.305 0.031
H -3.981534 -3.501799 2.082693 0.499 -0.250 0.413
H -4.098100 -2.879636 0.490957 -0.145 0.031 -0.197
```
Positions in Å, forces in eV/Å.

Results
Relative energy (zero: lowest compared OMol25 entry of this formula, charge and spin): 201.9 kJ/mol
Expectation value of S²: 8.788
Spin multiplicity: 6
Orbital gap (alpha / beta): 6.76 / 6.30 eV
LUMO level (alpha / beta): 2.4 / 1.2 eV
Total charge: -1

Entry 2:
Density functional theory data (ωB97M-V/def2-TZVPD) for a single C4H10S2 molecule.

```
16
Properties=species:S:1:pos:R:3:forces:R:3
C -0.386506 1.945587 -2.403258 0.772 -0.356 0.363
C 0.667064 1.917992 -1.259794 0.372 -0.139 -1.638
S -0.033375 1.456826 0.291539 -0.145 -0.229 1.070
S -0.403181 -0.573030 0.042678 -0.053 -0.421 0.050
C 0.236302 -1.257295 1.652559 0.163 0.081 -0.458
C -0.367794 -2.607105 2.048260 -0.949 -0.091 -0.224
H -0.221483 2.791721 -3.064704 -0.075 -0.025 -0.157
H -0.236337 1.006434 -2.939486 -0.322 0.195 -0.301
H -1.400912 1.951935 -2.019121 -0.077 0.198 0.052
H 1.447064 1.222951 -1.579950 -0.040 -0.242 0.386
H 1.234562 2.847923 -1.179548 -0.505 0.243 0.452
H -0.107400 -0.484811 2.331120 0.494 -0.068 0.386
H 1.318986 -1.341891 1.583910 -0.013 0.417 0.192
H -0.803549 -2.544918 3.042394 0.056 0.088 0.158
H -1.213354 -2.838386 1.397788 -0.024 -0.096 -0.063
H 0.269912 -3.493932 2.055613 0.346 0.445 -0.268
```
Positions in Å, forces in eV/Å.

Results
Relative energy (zero: lowest compared OMol25 entry of this formula, charge and spin): 65.5 kJ/mol
Spin multiplicity: 1
SMILES: CCSSCC
Orbital gap: 8.90 eV
LUMO level: 0.8 eV